{
  "formula": "C22H34N4O10",
  "method": "the ωB97M-V functional and the def2-TZVPD basis",
  "species": ["C", "H", "H", "C", "C", "H", "H", "H", "C", "H", "H", "O", "C", "O", "O", "C", "N", "C", "O", "C", "N", "C", "C", "O", "H", "H", "C", "H", "C", "N", "C", "C", "O", "N", "C", "O", "C", "H", "H", "C", "O", "C", "O", "O", "C", "H", "C", "C", "H", "H", "H", "C", "H", "H", "H", "H", "H", "H", "H", "H", "H", "H", "H", "H", "H", "H", "H", "H", "H", "H"],
  "coordinates": [[-3.568, -2.053, 3.104], [-4.408, -2.742, 3.049], [-3.198, -2.043, 4.127], [-2.463, -2.484, 2.143], [-1.925, -3.867, 2.498], [-2.714, -4.610, 2.421], [-1.115, -4.141, 1.827], [-1.544, -3.873, 3.516], [-1.312, -1.483, 2.158], [-0.935, -1.329, 3.175], [-0.493, -1.836, 1.528], [-1.782, -0.230, 1.643], [-0.922, 0.765, 1.640], [0.202, 0.750, 2.057], [-1.541, 1.837, 1.101], [-0.929, 3.101, 1.221], [0.381, 3.175, 0.603], [1.479, 3.402, 1.434], [1.345, 3.640, 2.605], [2.816, 3.386, 0.723], [2.854, 2.543, -0.452], [1.842, 3.007, -1.374], [0.447, 3.081, -0.781], [-0.557, 3.086, -1.449], [1.804, 2.357, -2.252], [2.110, 4.013, -1.720], [2.711, 1.112, -0.195], [1.695, 0.839, 0.122], [3.712, 0.606, 0.851], [3.858, -0.831, 0.928], [4.500, -1.458, -0.202], [3.573, -1.701, -1.377], [3.871, -1.553, -2.535], [2.332, -2.194, -0.999], [1.941, -2.360, 0.331], [1.062, -3.134, 0.623], [2.692, -1.563, 1.369], [2.990, -2.279, 2.149], [1.965, -0.881, 1.822], [1.443, -2.691, -2.024], [0.566, -1.732, -2.584], [-0.185, -0.953, -1.785], [0.051, -0.702, -0.633], [-1.197, -0.502, -2.489], [-2.134, 0.359, -1.821], [-1.725, 1.373, -1.795], [-3.454, 0.343, -2.586], [-4.495, 1.124, -1.791], [-5.449, 1.121, -2.313], [-4.637, 0.688, -0.805], [-4.171, 2.154, -1.665], [-3.263, 0.939, -3.977], [-2.946, 1.976, -3.898], [-4.193, 0.900, -4.539], [-2.503, 0.385, -4.520], [-3.779, -0.698, -2.687], [-2.270, 0.009, -0.793], [2.039, -3.038, -2.873], [0.858, -3.507, -1.579], [4.884, -2.435, 0.120], [5.344, -0.852, -0.536], [4.699, 1.025, 0.634], [3.401, 0.933, 1.846], [2.914, 0.620, -1.151], [3.586, 3.097, 1.437], [3.033, 4.415, 0.407], [-1.617, 3.784, 0.715], [-0.791, 3.369, 2.275], [-2.867, -2.505, 1.127], [-3.919, -1.056, 2.851]],
  "atomic_forces_ev_per_a": [[0.09, -0.02, -0.32], [-0.12, -0.05, 0.05], [0.04, 0.00, 0.15], [0.12, 0.31, 0.21], [-0.02, 0.26, -0.21], [-0.07, -0.10, 0.04], [0.11, -0.12, -0.04], [0.06, -0.05, 0.16], [0.25, -0.52, -0.04], [-0.05, -0.01, -0.04], [-0.13, 0.10, 0.12], [-0.42, 0.13, -0.06], [-0.35, 0.30, -0.06], [0.43, 0.01, 0.26], [-0.19, -0.55, -0.13], [0.09, 0.51, 0.30], [-0.57, -0.09, 0.09], [0.30, 0.06, -0.01], [0.15, 0.03, 0.15], [0.25, 0.00, 0.04], [0.00, 0.14, -0.04], [0.17, 0.00, -0.22], [0.26, 0.10, -0.09], [-0.07, 0.08, -0.13], [-0.09, 0.08, 0.06], [-0.10, -0.06, -0.02], [0.13, -0.19, 0.08], [0.07, -0.02, -0.06], [-0.16, 0.23, -0.14], [-0.10, -0.12, -0.19], [0.22, 0.08, 0.07], [0.28, -0.01, 0.22], [0.08, 0.02, -0.16], [-0.33, -0.07, -0.42], [0.13, -0.24, 0.13], [0.04, 0.05, 0.16], [0.13, -0.12, 0.54], [-0.19, -0.01, -0.10], [-0.02, -0.10, -0.04], [0.14, -0.59, 0.13], [-0.28, 0.41, -0.21], [0.12, -0.21, -0.31], [-0.05, 0.12, 0.36], [0.01, -0.19, -0.45], [-0.53, 0.25, 0.38], [-0.05, -0.22, 0.02], [0.34, 0.06, -0.03], [0.21, -0.24, -0.07], [-0.10, 0.04, -0.03], [-0.07, -0.01, 0.15], [0.00, 0.19, 0.04], [-0.05, -0.26, 0.17], [0.04, 0.17, -0.02], [-0.08, 0.03, -0.11], [0.07, 0.00, -0.15], [0.01, 0.00, 0.04], [0.03, 0.01, -0.16], [-0.15, 0.10, 0.27], [0.17, 0.27, -0.16], [0.04, 0.04, -0.12], [-0.07, -0.10, -0.05], [-0.02, 0.08, 0.07], [0.09, 0.11, -0.01], [-0.09, 0.04, 0.05], [-0.13, 0.10, 0.04], [-0.01, -0.06, 0.11], [0.19, -0.17, 0.12], [-0.08, -0.08, -0.33], [0.03, -0.01, -0.04], [-0.11, 0.10, 0.05]],
  "nbo_charge": [-0.607, 0.209, 0.200, -0.236, -0.608, 0.211, 0.227, 0.201, -0.072, 0.182, 0.223, -0.499, 1.021, -0.661, -0.503, 0.081, -0.519, 0.704, -0.559, -0.333, -0.420, -0.325, 0.705, -0.586, 0.242, 0.230, -0.269, 0.209, -0.213, -0.427, -0.323, 0.692, -0.569, -0.528, 0.738, -0.594, -0.349, 0.229, 0.276, 0.084, -0.499, 1.012, -0.677, -0.490, -0.086, 0.219, -0.234, -0.604, 0.211, 0.211, 0.207, -0.608, 0.206, 0.206, 0.219, 0.198, 0.204, 0.225, 0.216, 0.222, 0.236, 0.203, 0.207, 0.202, 0.240, 0.229, 0.214, 0.228, 0.200, 0.217],
  "homo_lumo_gap_ev": 9.57,
  "e_above_lowest_kcal_mol": 1.35,
  "multiplicity": 1
}

=====

{
  "formula": "C5H23NO7",
  "method": "the ωB97M-V functional and the def2-TZVPD basis",
  "species": ["C", "N", "C", "C", "C", "O", "C", "H", "H", "H", "H", "H", "H", "H", "H", "H", "H", "H", "H", "H", "O", "H", "H", "O", "H", "H", "O", "H", "H", "O", "H", "H", "O", "H", "H", "O"],
  "coordinates": [[-2.303, 1.570, -0.380], [-1.056, 0.826, -0.492], [0.180, 1.581, -0.595], [1.397, 0.654, -0.652], [2.264, 0.794, 0.591], [2.178, 0.038, 1.527], [0.202, 2.568, -1.782], [-2.323, 2.192, 0.512], [-3.095, 0.826, -0.245], [-2.576, 2.119, -1.289], [-1.142, 0.163, -1.243], [0.242, 2.204, 0.306], [1.096, -0.393, -0.632], [1.952, 0.806, -1.575], [3.102, 1.514, 0.565], [1.038, 3.276, -1.790], [0.320, 2.150, -2.788], [-0.722, 3.147, -1.708], [2.137, -1.712, -2.192], [2.492, -2.659, -0.970], [2.834, -2.221, -1.761], [-0.455, -2.532, 0.598], [0.033, -3.878, 0.081], [-0.127, -2.961, -0.211], [-0.400, -2.559, -3.442], [-0.249, -2.439, -1.913], [-0.177, -1.933, -2.750], [-0.120, 1.163, 3.321], [0.186, 1.508, 4.779], [0.005, 1.932, 3.942], [-1.191, -2.178, 2.648], [-2.605, -2.304, 2.175], [-1.763, -2.810, 2.170], [0.290, -0.277, 1.696], [-1.065, 0.085, 1.359], [-0.578, -0.262, 2.137]],
  "atomic_forces_ev_per_a": [[-0.38, -0.60, -0.29], [-0.14, -0.20, 0.54], [0.27, 0.97, -0.85], [-0.02, -0.45, 0.78], [0.84, -0.59, -0.96], [-0.38, 0.20, 0.16], [-0.06, 0.47, -0.04], [0.19, 0.29, -0.08], [0.01, 0.09, 0.03], [0.11, 0.30, 0.26], [0.19, -0.31, -0.35], [-0.09, -0.05, 0.05], [-0.25, -0.04, -0.12], [0.28, 0.16, 0.11], [-0.26, 0.30, 0.08], [-0.03, -0.01, 0.70], [-0.55, -0.62, 0.24], [0.17, 0.15, -0.41], [-0.34, -0.43, 0.30], [-0.36, 0.38, -0.38], [0.62, -0.02, 0.04], [-0.33, -0.11, -0.19], [-0.17, 0.55, -0.27], [0.42, -0.56, 0.51], [0.00, 0.00, -0.11], [0.03, 0.22, -0.20], [-0.01, 0.02, 0.32], [-0.01, 0.86, 0.66], [0.09, -0.04, 0.33], [-0.16, -0.79, -0.99], [-0.11, -0.22, -0.27], [0.65, -0.66, -0.18], [-0.53, 0.85, 0.46], [0.46, -0.33, 0.67], [-0.33, -0.05, 0.07], [0.17, 0.28, -0.61]],
  "nbo_charge": [-0.425, -0.660, -0.044, -0.533, 0.471, -0.545, -0.635, 0.206, 0.205, 0.181, 0.383, 0.195, 0.241, 0.234, 0.125, 0.217, 0.214, 0.210, 0.487, 0.478, -0.963, 0.512, 0.487, -0.988, 0.472, 0.504, -0.993, 0.492, 0.462, -0.972, 0.497, 0.474, -0.967, 0.491, 0.498, -1.010],
  "homo_lumo_gap_ev": 9.98,
  "e_above_lowest_kcal_mol": 25.84,
  "multiplicity": 1
}

=====

{
  "formula": "C15H31FP2Re",
  "method": "the ωB97M-V functional and the def2-TZVPD basis",
  "species": ["P", "P", "C", "C", "H", "H", "H", "H", "C", "H", "H", "H", "C", "H", "H", "H", "C", "H", "H", "H", "C", "H", "H", "H", "Re", "C", "C", "C", "C", "C", "C", "C", "C", "C", "H", "H", "H", "H", "H", "H", "H", "H", "H", "H", "H", "H", "H", "H", "H", "F"],
  "coordinates": [[0.043, 3.231, -4.048], [-2.973, 0.827, -4.229], [-1.152, 2.774, -5.555], [-2.574, 2.511, -5.194], [-0.730, 1.979, -6.189], [-1.161, 3.658, -6.211], [-2.981, 3.339, -4.593], [-3.167, 2.478, -6.124], [-3.269, -0.179, -5.781], [-3.616, -1.198, -5.587], [-2.388, -0.257, -6.421], [-4.023, 0.269, -6.440], [-4.808, 1.550, -4.536], [-5.038, 1.785, -5.593], [-4.866, 2.482, -3.954], [-5.591, 0.861, -4.177], [1.416, 3.159, -5.358], [2.389, 3.354, -4.915], [1.261, 3.913, -6.132], [1.470, 2.199, -5.876], [-0.274, 5.025, -4.584], [-1.251, 5.374, -4.221], [-0.239, 5.143, -5.669], [0.471, 5.705, -4.163], [0.913, -0.666, -2.244], [-4.065, 1.001, -1.513], [-4.096, 0.305, -2.688], [-0.352, 0.108, -4.130], [0.879, 0.597, -3.663], [-0.160, 4.228, -2.292], [-1.217, 3.817, -1.519], [-2.305, 2.944, -2.033], [-2.829, 1.806, -1.102], [1.647, 0.504, -0.760], [-4.594, 0.694, -0.581], [-4.244, -0.792, -2.693], [-0.524, 0.134, -5.228], [-1.144, -0.326, -3.439], [2.450, -1.275, -2.323], [1.345, 1.569, -3.811], [0.782, 4.685, -1.887], [-1.332, 3.973, -0.456], [-1.936, 2.417, -2.908], [-3.169, 3.547, -2.296], [-1.982, 1.107, -0.925], [-3.006, 2.274, -0.143], [0.879, 0.668, -0.002], [1.974, 1.493, -1.023], [2.472, -0.030, -0.270], [0.328, -2.339, -1.604]],
  "atomic_forces_ev_per_a": [[-0.89, 4.29, -4.22], [-4.90, 1.72, -3.26], [-0.74, -0.75, 0.73], [0.25, 0.34, 0.69], [0.15, 0.02, 0.76], [0.20, -0.18, 0.57], [0.12, -0.41, -0.20], [0.10, -0.50, 0.52], [0.27, -1.11, -0.24], [0.17, 0.08, 0.20], [0.35, -0.10, 0.42], [0.14, 0.15, 0.63], [-0.97, 0.46, -0.18], [0.46, -0.17, 0.47], [-0.12, -0.41, 0.02], [0.38, 0.33, -0.22], [1.53, -0.02, 0.77], [0.23, -0.01, 0.00], [-0.32, 0.08, 0.46], [-0.19, -0.17, 0.56], [-0.23, 1.08, -0.08], [0.21, -0.14, -0.10], [0.03, 0.03, 0.22], [-0.02, -0.11, 0.04], [1.67, -1.79, 1.32], [1.83, -1.47, -0.76], [2.41, -0.07, 3.16], [0.30, 0.90, -1.45], [-1.71, 1.04, 1.11], [-0.63, -3.24, 2.83], [1.72, -0.38, -1.62], [-0.71, -1.20, 0.01], [0.65, 1.34, 0.14], [0.26, 0.11, 0.77], [-0.24, -0.14, -1.31], [-0.83, 0.79, -0.74], [-0.59, -0.24, 0.92], [1.32, -0.60, -0.76], [-0.29, 0.32, -0.15], [0.82, -1.18, -1.08], [-0.94, -0.31, -0.97], [0.40, 1.17, 0.14], [0.14, 0.35, -0.37], [-0.11, 0.29, -0.22], [-0.61, 0.11, -0.11], [-0.25, -0.01, 0.39], [-0.34, -0.20, 0.25], [0.37, 0.47, -0.31], [-0.13, 0.16, -0.03], [-0.71, -0.73, 0.30]],
  "lowdin_spin": [0.007, 0.015, 0.010, 0.024, 0.000, 0.000, 0.001, 0.000, 0.001, 0.000, 0.000, -0.001, 0.050, 0.002, 0.001, 0.002, 0.007, 0.000, 0.001, -0.001, 0.002, 0.000, 0.000, 0.000, 2.193, -0.005, 0.020, 0.300, 0.032, 0.003, -0.001, -0.001, 0.001, 0.079, 0.001, 0.001, 0.017, 0.017, -0.008, 0.014, 0.000, 0.000, 0.001, 0.000, 0.001, 0.000, 0.017, 0.018, 0.024, 0.153],
  "homo_lumo_gap_ev": [5.25, 7.52],
  "e_above_lowest_kcal_mol": 214.56,
  "multiplicity": 4,
  "total_charge": 2
}

=====

{
  "formula": "C9H20PS2",
  "method": "the ωB97M-V functional and the def2-TZVPD basis",
  "species": ["C", "C", "C", "C", "C", "C", "C", "C", "C", "P", "S", "S", "H", "H", "H", "H", "H", "H", "H", "H", "H", "H", "H", "H", "H", "H", "H", "H", "H", "H", "H", "H"],
  "coordinates": [[-0.450, 2.186, -1.061], [-0.398, 0.988, -1.967], [0.605, 2.316, 0.043], [0.415, -1.131, -0.327], [-1.408, 1.155, -3.066], [0.502, 3.692, 0.691], [1.818, -2.004, 1.876], [-0.039, -3.862, 0.349], [-1.114, -1.596, 2.043], [0.245, -2.208, 1.033], [-0.947, -0.605, -1.190], [0.684, 1.148, 1.415], [-0.354, 2.929, -1.792], [-1.514, 2.366, -0.579], [0.619, 0.759, -2.126], [1.525, 1.948, -0.560], [1.465, -1.101, -0.866], [-1.492, 0.278, -3.609], [-1.278, 1.926, -3.825], [-2.240, 1.510, -2.581], [-0.164, 3.694, 1.499], [0.194, 4.379, -0.016], [1.506, 3.867, 0.893], [1.992, -0.937, 2.000], [2.607, -2.763, 1.439], [1.844, -2.303, 2.970], [0.789, -4.139, -0.156], [-1.037, -3.614, -0.259], [0.027, -4.632, 1.175], [-0.855, -0.636, 2.537], [-1.638, -2.399, 2.561], [-1.910, -1.212, 1.459]],
  "atomic_forces_ev_per_a": [[-2.83, -1.06, 2.85], [-0.95, -0.72, 1.15], [0.67, -1.83, -2.20], [1.92, -0.11, -2.11], [2.07, 1.21, -0.99], [1.18, -1.85, -1.10], [1.17, -2.58, 1.68], [-3.67, 1.29, 2.62], [-0.03, 0.07, 0.07], [0.40, 0.42, 0.09], [0.01, 0.31, 0.75], [-0.80, 0.39, 0.23], [0.56, 1.93, -0.62], [1.79, -0.58, -1.04], [1.28, -0.02, -1.18], [-0.63, 1.89, 1.15], [-2.12, 0.11, 1.30], [-0.82, -1.80, -0.94], [0.95, 0.24, 0.17], [-2.64, 0.05, 0.95], [-0.65, -0.02, 1.33], [-0.69, 1.54, -1.52], [1.57, 1.18, 1.32], [0.71, -0.04, -0.94], [-1.22, 2.21, 0.38], [-0.71, -0.13, -1.12], [2.47, -0.42, -2.70], [2.16, -1.59, 1.22], [-1.32, 0.73, -0.71], [0.27, -1.13, 0.54], [0.61, 0.15, 0.84], [-0.71, 0.18, -1.50]],
  "lowdin_spin": [0.035, 0.036, 0.068, 0.516, 0.006, 0.046, 0.008, 0.026, 0.014, 0.078, 0.331, 0.791, 0.003, 0.000, 0.001, 0.000, 0.013, 0.004, -0.001, 0.000, 0.005, 0.005, 0.002, 0.000, 0.001, 0.001, 0.001, 0.000, 0.004, 0.004, 0.001, 0.001],
  "homo_lumo_gap_ev": [8.94, 6.29],
  "multiplicity": 3,
  "total_charge": 1
}

=====

no.,E_tot (eV)
1,-49803.6543
2,-21380.8262
3,-39453.0111
4,-40606.0976